[1]
15
Properties=species:S:1:pos:R:3:forces:R:3:mulliken_charge:R:1 method="wB97M-V/def2-TZVPD" total_charge=0 homo_energy_ev="-7.12 / -7.12" fmax_ha_per_bohr=0.08599 e_tot_ev=-11341.6714 lumo_ev="-1.03 / -1.04"
C 1.860539 1.810506 0.022718 2.05 1.05 -0.12 0.24
C 0.750741 1.133098 0.111665 0.26 -3.45 0.02 0.05
C -0.364266 0.522865 0.121360 -3.26 -0.31 -0.42 0.37
C 1.828770 -1.567136 -0.018622 -3.28 2.96 0.08 0.35
C -0.615178 -0.979682 -0.152364 0.09 -0.07 -2.04 -0.50
C -1.688298 1.315230 0.235218 0.33 -0.44 -2.42 -1.48
N 2.903224 2.299179 -0.108919 0.63 0.69 0.00 -0.61
N 0.567197 -1.827612 -0.000972 -0.81 -0.65 0.04 -0.12
O 2.889560 -1.954571 -0.073243 3.09 -0.95 -0.05 -0.28
H -1.401669 -1.449028 0.430718 -0.04 0.33 0.52 0.37
H -0.971323 -1.169907 -1.254623 0.56 0.84 1.75 0.22
H -1.624692 2.232229 -0.363365 0.05 -0.27 0.02 0.34
H -1.827001 1.623870 1.198324 -0.25 0.79 2.79 0.37
H -2.622736 0.817810 -0.040101 0.30 -0.39 -0.24 0.38
H 0.315127 -2.806846 -0.107801 0.28 -0.13 0.09 0.29

***

[2]
10
Properties=species:S:1:pos:R:3:forces:R:3:mulliken_charge:R:1 method="wB97M-V/def2-TZVPD" total_charge=0 homo_energy_ev=-9.00 fmax_ha_per_bohr=0.01212 e_tot_ev=-84067.7057 lumo_ev=0.72
C 2.325812 1.088509 -0.846572 -0.41 -0.11 0.28 0.30
C 1.396345 0.819456 -0.136638 -0.22 -0.05 0.18 -0.59
S 0.078502 0.493280 0.876071 0.10 -0.12 -0.09 -0.18
C -0.218948 -1.262841 0.474657 0.16 0.18 0.03 -0.75
H 3.119932 1.329840 -1.486631 0.50 0.14 -0.35 0.40
H 0.057525 -1.439999 -0.562255 -0.11 0.00 0.06 0.28
H -1.278970 -1.448943 0.623924 -0.05 0.00 -0.03 0.30
H 0.365626 -1.892660 1.139031 0.02 -0.03 -0.03 0.29
Br -3.581754 1.051463 -0.271687 -0.39 -0.06 -0.11 -0.23
H -2.264072 1.261895 0.190099 0.40 0.05 0.07 0.18

***

[3]
27
Properties=species:S:1:pos:R:3:forces:R:3:mulliken_charge:R:1 method="wB97M-V/def2-TZVPD" total_charge=0 s2=6.0449 homo_energy_ev="-4.73 / -7.86" fmax_ha_per_bohr=0.07407 e_tot_ev=-35196.9553 lumo_ev="-0.12 / -1.87" multiplicity=5
C -0.867486 0.505800 -2.090051 2.60 0.56 0.68 -0.38
C -1.591979 1.689892 -2.481943 0.63 0.00 0.15 -0.47
C -0.678250 2.788760 -2.474376 1.58 0.17 0.20 -0.32
C 0.602386 2.301594 -2.121843 -1.31 1.37 0.04 -0.56
C 0.497329 0.891741 -1.808354 -3.12 -1.98 -0.92 0.09
Rh 1.947737 -0.896392 0.511257 0.92 0.28 -0.44 0.11
P 0.528058 -2.517841 0.447859 -0.16 -1.46 -0.55 -0.10
H -1.260039 -0.500338 -2.014772 -0.02 0.19 0.02 0.33
H -2.656920 1.753713 -2.742272 0.62 -0.12 0.18 0.39
H -0.897254 3.847718 -2.677591 0.04 -0.80 0.03 0.37
H 1.290275 0.174963 -1.496390 -0.51 0.74 -0.34 0.31
H 1.516478 2.890666 -2.004164 -0.47 -0.18 -0.13 0.35
H 1.119091 -3.670107 -0.138180 -0.62 -0.20 0.16 0.07
H -0.725977 -2.515694 -0.233606 0.42 0.00 0.31 0.09
H 0.169561 -3.048284 1.703982 -0.17 -0.02 -0.17 0.09
S 1.036327 0.793307 1.600658 -0.51 2.08 -0.42 -0.40
C 0.875565 0.200001 3.198174 1.50 0.24 1.42 0.18
N -0.345236 -0.335694 3.534501 -1.23 0.02 -1.29 -0.08
C -0.541233 -1.054299 4.681624 0.39 -0.65 1.74 -0.45
C 0.479300 -1.105967 5.610103 -0.85 -0.04 -0.56 -0.38
C 1.673836 -0.422349 5.358836 0.71 -0.29 1.53 -0.43
C 1.873179 0.248595 4.156363 -0.83 0.03 -1.96 -0.48
H -1.058876 -0.357708 2.808441 0.44 0.12 0.35 0.25
H -1.525040 -1.486205 4.843042 0.27 0.04 -0.12 0.36
H 0.341685 -1.670125 6.528263 -0.03 0.13 -0.17 0.36
H 2.476691 -0.446495 6.084799 -0.10 -0.02 0.05 0.35
H 2.803693 0.739947 3.877641 -0.19 -0.18 0.20 0.36

***

[4]
65
Properties=species:S:1:pos:R:3:forces:R:3:mulliken_charge:R:1 method="wB97M-V/def2-TZVPD" total_charge=+1 s2=0.7847 homo_energy_ev="-12.03 / -12.03" fmax_ha_per_bohr=0.10540 e_tot_ev=-72182.6545 lumo_ev="-4.25 / -3.79" multiplicity=2
O 2.932202 -2.982464 0.014032 0.51 3.29 0.13 -0.43
V 2.740522 -1.405012 -0.020246 -4.79 -2.35 0.92 1.52
F 0.836907 -1.299826 0.805804 2.83 0.03 -1.13 -0.45
O -4.109802 -1.671692 0.854684 -0.06 -0.36 0.46 -0.57
C -4.078680 -2.792404 0.397233 0.29 1.24 -0.94 0.79
O -3.048133 -3.624076 0.563733 0.01 -0.76 -0.63 -0.34
C -2.055758 -3.265859 1.521315 0.39 -0.04 1.45 0.00
C -0.774967 -4.084409 1.405634 -0.74 -0.01 -0.79 -0.99
C -5.063309 -3.262363 -0.650888 -0.36 0.22 1.15 -1.06
H -2.517552 -3.501032 2.485459 0.13 0.50 0.10 0.50
H -1.809595 -2.206875 1.440114 -0.26 0.03 0.14 -0.06
H -1.041554 -5.129667 1.242444 0.22 -0.01 -0.16 0.38
H -0.171742 -4.032576 2.308222 -0.14 0.24 0.09 0.36
H -0.190846 -3.668487 0.584904 0.24 -0.40 -0.03 0.02
H -4.492183 -3.425295 -1.559882 -0.37 -0.42 -0.14 0.22
H -5.820744 -2.488891 -0.754230 0.30 0.24 -0.30 0.33
H -5.640206 -4.109439 -0.278191 0.48 -0.48 -0.39 0.36
O 3.462781 -0.295725 1.554810 0.63 -0.90 -0.70 -0.67
C 3.843572 0.698604 2.164800 -1.53 0.97 0.02 0.25
O 4.397253 0.598813 3.334063 0.62 -1.34 0.24 -0.35
C 4.643049 1.860521 3.932493 0.74 2.27 0.18 -0.47
C 4.495862 2.863724 2.788388 -0.72 0.55 -0.11 -0.74
C 3.482203 2.149304 1.895154 0.84 -0.31 -0.36 0.32
H 5.647968 1.974052 4.337036 0.05 -0.87 -0.01 0.36
H 3.963332 2.068078 4.758343 -0.34 -0.43 -0.20 0.30
H 5.431415 3.064733 2.264550 0.08 -0.51 -0.06 0.33
H 4.169436 3.860692 3.082402 -0.25 -0.20 0.34 0.38
H 3.550910 2.450652 0.853103 -0.17 -0.26 -0.06 0.06
H 2.443688 2.217096 2.237016 -0.02 0.32 0.01 0.05
O 1.559035 -1.889600 -2.054427 1.42 0.01 0.42 -0.57
C 0.422478 -1.967802 -2.459985 -0.24 0.73 0.58 0.29
O 0.164857 -2.291370 -3.714692 -0.09 -0.82 -0.03 -0.41
C -1.268845 -2.399455 -3.959131 0.11 2.08 0.90 -0.54
C -1.904720 -1.672283 -2.766092 -0.99 -0.35 0.50 -0.04
C -0.800028 -1.545037 -1.702124 -1.18 -0.19 -0.37 2.31
H -1.628752 -3.418956 -4.009569 0.48 -0.14 -0.54 0.34
H -1.458206 -1.717769 -4.781389 0.00 -0.98 -0.80 0.32
H -2.772378 -2.259414 -2.457506 0.23 -0.01 0.44 -0.29
H -2.364882 -0.729272 -3.060861 0.44 0.20 -0.03 0.36
H -1.010163 -2.127236 -0.805751 0.35 -0.27 -0.16 -1.23
H -0.675761 -0.535050 -1.315653 0.20 0.03 -0.13 -0.69
O -0.033518 3.605927 2.459456 -0.77 -0.48 -0.49 -0.62
C -0.983612 2.886283 2.190325 3.23 0.86 0.46 0.34
O -2.189393 3.161331 2.630062 -1.03 -0.15 0.56 -0.35
C -3.106259 2.111308 2.290903 -0.34 -0.74 -0.95 -0.55
C -2.413084 1.389182 1.126574 1.43 -1.28 0.33 0.06
C -0.900059 1.542157 1.510061 -1.28 0.99 0.37 0.36
H -4.073212 2.575381 2.108111 0.14 0.03 -0.43 0.36
H -3.303300 1.358779 3.059285 0.57 0.46 0.57 0.27
H -2.594346 1.831371 0.148363 -0.10 0.05 0.03 0.33
H -2.539092 0.307010 1.105244 -1.02 0.15 -0.19 -0.08
H -0.157333 1.416522 0.730771 -0.07 0.44 -0.27 -0.34
H -0.515617 0.914685 2.320426 -0.61 -0.54 -0.07 0.23
O 2.259994 0.560581 -0.915516 -0.05 -0.51 0.27 0.18
C 1.973533 1.481417 -1.653704 0.51 0.17 -0.37 0.40
O 2.852384 2.469196 -1.786815 0.01 -0.14 -0.29 -0.40
C 2.538429 3.294251 -2.930208 -0.47 0.29 -0.20 -0.41
C 1.111213 2.962040 -3.284964 -1.66 0.69 0.14 -0.82
C 0.769868 1.667436 -2.571812 1.22 -0.87 -0.15 0.32
H 3.146412 3.045201 -3.798828 0.59 -0.11 0.48 0.28
H 2.649800 4.340740 -2.663468 0.30 -0.09 0.11 0.36
H 0.997592 2.935069 -4.366229 -0.19 -0.18 0.07 0.36
H 0.396040 3.689953 -2.894497 0.32 0.35 -0.22 0.29
H 0.786919 0.827927 -3.273430 -0.05 -0.17 0.20 0.09
H -0.162036 1.619322 -2.015219 -0.01 0.21 0.02 0.10

***

[5]
21
Properties=species:S:1:pos:R:3:forces:R:3:mulliken_charge:R:1 method="wB97M-V/def2-TZVPD" total_charge=+1 homo_energy_ev=-14.38 fmax_ha_per_bohr=0.09874 e_tot_ev=-13929.9538 lumo_ev=-3.34
O 2.538629 -1.134767 1.111433 2.05 0.79 0.46 -0.46
C 1.461665 -1.036054 0.673904 -1.14 -1.08 -1.17 0.35
N 0.316102 -1.441582 1.292908 -1.40 -1.26 4.72 -0.22
C -0.899524 -1.324627 0.601158 -1.39 1.76 -1.52 0.01
C -1.809487 -0.154583 1.206913 1.03 -1.41 -0.95 -0.74
C -1.301560 1.076378 0.614443 1.75 0.54 -3.42 -0.55
C -0.570512 0.877297 -0.522975 -0.99 -0.39 2.24 0.37
C 0.447093 1.480884 -1.414575 0.57 1.76 3.47 -0.71
C 1.615432 0.537990 -1.267841 2.45 1.02 -0.16 -0.49
N 1.087401 -0.694240 -0.687811 1.72 -1.05 0.63 -0.21
N -0.281188 -0.624246 -0.660559 -3.34 1.01 0.29 0.18
H 0.269114 -1.478933 2.405036 0.55 -0.11 -3.48 0.35
H -1.581117 -2.196145 0.157641 2.02 1.17 1.47 0.26
H -1.570689 -0.006100 2.227443 -0.55 -0.69 1.49 0.40
H -2.840305 -0.300227 0.952649 -0.71 -0.18 0.47 0.35
H -1.487465 2.033345 1.080544 -0.02 0.13 -0.28 0.47
H 0.119350 1.507449 -2.350097 -1.59 -0.10 -4.22 0.35
H 0.665864 2.559485 -1.193293 -0.02 -1.12 0.23 0.36
H 2.210778 0.385332 -2.200881 -0.91 -0.23 0.56 0.32
H 2.352072 1.016298 -0.590473 -0.37 -0.69 0.01 0.26
H -0.741652 -1.082954 -1.435567 0.29 0.14 -0.84 0.37

***

[6]
61
Properties=species:S:1:pos:R:3:forces:R:3:mulliken_charge:R:1 method="wB97M-V/def2-TZVPD" total_charge=0 homo_energy_ev=-7.81 fmax_ha_per_bohr=0.02131 e_tot_ev=-50873.2249 lumo_ev=0.60
C 8.387113 1.596473 1.041399 -0.19 -0.01 -0.41 -1.01
C 8.251392 1.257225 -0.438712 0.59 -0.14 0.34 -0.23
O 7.062944 1.778522 -1.007805 -0.32 -0.12 -0.18 -0.52
C 5.827566 1.370792 -0.611939 -0.27 0.16 -0.01 0.33
C 4.812906 2.285408 -0.892526 0.33 -0.17 0.04 -0.55
C 3.492416 2.026403 -0.599969 -0.20 -0.33 0.19 -0.87
C 3.145593 0.824197 0.010334 0.87 0.08 -0.18 -0.03
C 1.763937 0.539391 0.332638 -0.88 0.07 0.08 -0.78
N 1.459167 -0.552730 0.918234 0.58 0.06 -0.10 -0.81
N 0.188536 -0.890700 1.257307 -0.27 -0.29 0.32 0.15
C -0.985493 -0.302192 0.939126 0.08 0.25 0.45 0.32
O -1.094744 0.760807 0.352032 0.21 0.17 0.07 -0.65
C -2.256162 -1.010820 1.437968 0.28 -0.35 0.15 0.45
C -2.085047 -2.439838 1.948335 -0.03 0.18 0.12 -2.02
N -3.231024 -1.014020 0.361736 0.65 -0.23 -0.85 0.34
C -4.336998 -0.145078 0.358827 -0.85 0.28 -0.04 -0.66
C -4.290534 1.133466 0.911313 0.02 -0.08 -0.04 -0.16
C -5.407329 1.940715 0.886925 -0.23 0.00 -0.03 -0.95
C -6.592453 1.503911 0.293590 0.12 0.00 0.00 0.88
O -7.633195 2.383191 0.323435 0.36 0.00 0.13 -0.46
C -8.854475 1.997621 -0.258976 -0.20 -0.06 -0.09 -0.84
C -6.630152 0.238221 -0.282143 -0.26 0.24 -0.04 -0.31
C -5.512971 -0.577782 -0.241748 0.11 0.08 0.19 -0.48
S -2.662783 -1.481352 -1.144023 -0.23 0.08 -0.58 1.23
C -2.589719 0.023802 -2.141082 -0.03 -0.55 0.61 -0.95
O -3.618950 -2.363490 -1.743676 -0.24 0.17 -0.09 -0.72
O -1.338487 -1.997479 -0.938667 0.17 0.16 0.05 -0.60
C 4.152127 -0.102643 0.289853 -0.05 0.11 -0.01 -0.34
C 5.478963 0.134502 -0.021562 0.14 0.03 -0.01 0.90
O 6.486884 -0.763575 0.220736 -0.08 0.46 -0.22 -0.40
C 6.185532 -2.045555 0.733933 -0.09 -0.45 0.04 -0.61
C 5.611899 -2.986782 -0.320898 0.12 0.36 0.17 -1.09
H 9.362018 1.278818 1.400697 0.11 -0.04 0.07 0.36
H 8.286071 2.669293 1.189875 0.03 0.09 0.04 0.31
H 7.618620 1.089278 1.618693 -0.04 -0.05 0.10 0.24
H 9.043720 1.749567 -1.010592 -0.09 -0.10 0.08 0.40
H 8.321166 0.177315 -0.590950 0.02 0.23 -0.05 0.17
H 5.106120 3.213398 -1.357989 0.05 0.10 -0.04 0.47
H 2.731918 2.755300 -0.834851 -0.10 0.09 -0.03 0.41
H 1.038623 1.296337 0.046940 -0.11 -0.12 0.09 0.55
H 0.158225 -1.826172 1.638252 -0.07 0.29 -0.12 0.32
H -2.661871 -0.389756 2.246545 0.07 -0.06 -0.22 0.64
H -1.488585 -2.464619 2.858276 0.08 -0.07 0.10 0.49
H -1.637056 -3.060328 1.176530 0.05 -0.09 0.03 0.43
H -3.069738 -2.842979 2.175381 -0.01 -0.02 0.06 0.43
H -3.372746 1.505508 1.339392 0.11 0.03 0.02 0.39
H -5.383258 2.930042 1.315393 0.01 0.12 0.06 0.43
H -9.528485 2.840391 -0.113515 0.01 -0.09 -0.04 0.24
H -9.272231 1.112168 0.230801 0.02 0.02 -0.03 0.34
H -8.746042 1.802961 -1.330882 0.00 -0.01 0.04 0.34
H -7.524085 -0.130727 -0.759046 -0.10 -0.01 -0.03 0.40
H -5.536122 -1.556763 -0.691856 -0.08 -0.09 0.02 0.49
H -3.602062 0.370769 -2.297427 -0.18 0.05 -0.05 0.31
H -2.119376 -0.244484 -3.077920 0.04 -0.19 -0.15 0.45
H -1.996059 0.747548 -1.596903 0.04 0.07 0.03 0.32
H 3.840431 -1.023877 0.751339 0.07 -0.15 0.04 0.71
H 7.152686 -2.423641 1.079727 -0.18 0.04 0.03 0.39
H 5.516725 -1.970562 1.599612 0.10 0.03 -0.04 0.39
H 6.301585 -3.065852 -1.157758 0.05 -0.04 -0.07 0.32
H 4.658840 -2.621556 -0.694177 -0.09 -0.04 -0.05 0.35
H 5.467578 -3.973068 0.111415 -0.04 -0.12 0.03 0.38

***

Please write out number 2 again, unchanged.
10
Properties=species:S:1:pos:R:3:forces:R:3:mulliken_charge:R:1 method="wB97M-V/def2-TZVPD" total_charge=0 homo_energy_ev=-9.00 fmax_ha_per_bohr=0.01212 e_tot_ev=-84067.7057 lumo_ev=0.72
C 2.325812 1.088509 -0.846572 -0.41 -0.11 0.28 0.30
C 1.396345 0.819456 -0.136638 -0.22 -0.05 0.18 -0.59
S 0.078502 0.493280 0.876071 0.10 -0.12 -0.09 -0.18
C -0.218948 -1.262841 0.474657 0.16 0.18 0.03 -0.75
H 3.119932 1.329840 -1.486631 0.50 0.14 -0.35 0.40
H 0.057525 -1.439999 -0.562255 -0.11 0.00 0.06 0.28
H -1.278970 -1.448943 0.623924 -0.05 0.00 -0.03 0.30
H 0.365626 -1.892660 1.139031 0.02 -0.03 -0.03 0.29
Br -3.581754 1.051463 -0.271687 -0.39 -0.06 -0.11 -0.23
H -2.264072 1.261895 0.190099 0.40 0.05 0.07 0.18